(1)
{
  "formula": "C34H36N2O4",
  "method": "ωB97M-V/def2-TZVPD",
  "e_tot_ha": -1727.66676,
  "species": ["C", "N", "C", "C", "C", "C", "C", "C", "C", "C", "C", "C", "C", "C", "C", "C", "C", "N", "C", "C", "C", "C", "C", "C", "C", "C", "C", "C", "C", "H", "H", "H", "H", "H", "H", "H", "H", "H", "H", "H", "H", "H", "H", "H", "H", "H", "H", "H", "H", "H", "H", "H", "H", "H", "H", "C", "C", "O", "O", "C", "C", "C", "O", "O", "C", "C", "H", "H", "H", "H", "H", "H", "H", "H", "H", "H"],
  "positions_angstrom": [[-5.493, -0.673, -1.873], [-5.112, -1.017, -0.500], [-5.686, -2.197, 0.030], [-5.447, -3.421, -0.606], [-5.952, -4.592, -0.044], [-6.755, -4.524, 1.104], [-7.031, -3.291, 1.708], [-6.480, -2.124, 1.187], [-3.825, -0.600, -0.071], [-3.722, 0.434, 0.874], [-2.474, 0.930, 1.205], [-1.309, 0.450, 0.584], [-0.001, 1.209, 0.845], [1.329, 0.544, 0.435], [2.387, 0.546, 1.355], [3.590, -0.060, 1.027], [3.809, -0.504, -0.297], [5.080, -1.004, -0.618], [5.589, -0.758, -1.968], [5.592, -2.159, 0.038], [5.318, -3.409, -0.544], [5.848, -4.572, 0.009], [6.688, -4.491, 1.128], [6.961, -3.250, 1.712], [6.404, -2.083, 1.185], [2.793, -0.368, -1.265], [1.557, 0.154, -0.888], [-1.418, -0.622, -0.301], [-2.666, -1.124, -0.653], [-5.181, 0.354, -2.092], [-5.044, -1.359, -2.601], [-6.584, -0.739, -1.942], [-4.834, -3.442, -1.510], [-5.724, -5.551, -0.508], [-7.166, -5.442, 1.535], [-7.675, -3.229, 2.587], [-6.646, -1.143, 1.634], [-4.652, 0.847, 1.278], [-2.416, 1.705, 1.976], [0.048, 1.453, 1.922], [2.259, 1.027, 2.328], [4.410, -0.125, 1.749], [6.653, -1.021, -1.980], [5.068, -1.362, -2.721], [5.479, 0.309, -2.211], [4.673, -3.445, -1.425], [5.609, -5.533, -0.443], [7.126, -5.402, 1.544], [7.617, -3.185, 2.580], [6.598, -1.105, 1.628], [2.951, -0.692, -2.300], [0.764, 0.274, -1.638], [-0.528, -1.054, -0.755], [-2.734, -1.925, -1.389], [0.004, 2.386, -0.956], [-0.012, 2.531, 0.139], [-1.189, 3.376, 0.550], [-1.309, 3.909, 1.638], [-2.154, 3.430, -0.393], [-3.345, 4.079, 0.129], [-4.371, 3.980, -0.953], [1.213, 3.270, 0.629], [1.382, 3.601, 1.787], [2.158, 3.430, -0.313], [3.370, 3.974, 0.263], [4.416, 3.869, -0.800], [-3.675, 3.569, 1.044], [-3.084, 5.118, 0.367], [-5.314, 4.381, -0.582], [-4.064, 4.567, -1.824], [-4.529, 2.944, -1.273], [3.153, 5.012, 0.544], [3.646, 3.399, 1.155], [5.355, 4.255, -0.402], [4.567, 2.827, -1.111], [4.136, 4.458, -1.679]]
}


(2)
{
  "formula": "C3H5FNO4S",
  "method": "ωB97M-V/def2-TZVPD",
  "e_tot_ha": -971.02772,
  "e_above_lowest_kj_mol": 40.8,
  "charge": -1,
  "species": ["C", "C", "C", "N", "O", "O", "O", "O", "F", "S", "H", "H", "H", "H", "H"],
  "positions_angstrom": [[-0.499, 0.703, -0.604], [-1.199, 0.491, 0.694], [-2.028, -0.534, 0.716], [0.518, -0.457, -0.686], [1.859, 0.662, 1.377], [2.912, -1.135, 0.078], [2.541, 1.042, -0.954], [0.171, -1.639, -0.319], [-2.738, -1.129, -0.317], [2.175, 0.091, 0.092], [0.042, 1.670, -0.365], [-1.125, 0.638, -1.406], [-0.908, 0.848, 1.663], [-2.503, -0.919, 1.632], [0.781, -0.331, -1.603]]
}


(3)
{
  "formula": "C24H26N2O2P2Ti",
  "method": "ωB97M-V/def2-TZVPD",
  "e_tot_ha": -2722.37068,
  "spin_multiplicity": 3,
  "e_above_lowest_kj_mol": 33.3,
  "species": ["Ti", "O", "C", "C", "C", "C", "C", "C", "C", "N", "N", "C", "O", "C", "C", "C", "C", "C", "C", "H", "H", "H", "H", "H", "H", "H", "H", "H", "H", "C", "P", "C", "C", "C", "C", "C", "C", "C", "P", "C", "C", "H", "H", "H", "H", "H", "H", "H", "H", "H", "H", "H", "H", "H", "H", "H", "H"],
  "positions_angstrom": [[-0.366, -0.293, 0.493], [-1.846, -1.466, 1.110], [-3.004, -1.674, 0.513], [-3.687, -2.878, 0.783], [-4.890, -3.186, 0.189], [-5.494, -2.294, -0.700], [-4.868, -1.095, -0.953], [-3.633, -0.761, -0.378], [-3.116, 0.568, -0.635], [-1.935, 0.925, -0.305], [-1.618, 2.269, -0.427], [-0.559, 2.511, 0.293], [0.085, 1.627, 1.004], [-0.055, 3.910, 0.317], [-0.404, 4.815, -0.682], [0.086, 6.111, -0.654], [0.924, 6.519, 0.376], [1.269, 5.622, 1.378], [0.786, 4.323, 1.346], [-3.225, -3.552, 1.494], [-5.378, -4.125, 0.422], [-6.443, -2.531, -1.162], [-5.339, -0.375, -1.614], [-3.790, 1.303, -1.075], [-1.062, 4.491, -1.477], [-0.187, 6.805, -1.439], [1.305, 7.532, 0.399], [1.915, 5.936, 2.188], [1.045, 3.616, 2.124], [3.576, -0.453, -1.727], [2.174, 0.241, -0.755], [2.992, 1.716, -0.066], [2.072, -0.939, 0.631], [2.754, -0.761, 1.851], [2.750, -1.726, 2.828], [2.071, -2.930, 2.609], [1.392, -3.135, 1.432], [1.356, -2.159, 0.413], [0.195, -2.312, -0.986], [1.074, -2.643, -2.558], [-0.639, -3.906, -0.724], [4.491, -0.407, -1.134], [3.716, 0.134, -2.636], [3.397, -1.488, -2.004], [3.997, 1.494, 0.298], [2.378, 2.128, 0.731], [3.063, 2.466, -0.854], [3.289, 0.166, 2.014], [3.272, -1.559, 3.761], [2.071, -3.701, 3.369], [0.864, -4.068, 1.291], [1.871, -3.377, -2.437], [1.470, -1.728, -2.990], [0.334, -3.051, -3.248], [0.055, -4.747, -0.759], [-1.387, -4.025, -1.508], [-1.161, -3.882, 0.230]]
}


(4)
{
  "formula": "C6H8N",
  "method": "ωB97M-V/def2-TZVPD",
  "e_tot_ha": -287.75819,
  "e_above_lowest_kj_mol": 520.0,
  "charge": 1,
  "species": ["C", "C", "C", "C", "C", "C", "N", "H", "H", "H", "H", "H", "H", "H", "H"],
  "positions_angstrom": [[-0.460, -1.420, 0.090], [-1.723, -1.024, -0.483], [-2.056, 0.217, -0.175], [0.439, -0.626, 0.565], [-2.326, 1.425, 0.232], [1.493, 0.067, 0.741], [2.454, 0.250, -0.461], [-0.221, -2.394, 0.383], [-2.207, -1.740, -1.130], [-2.092, 2.334, -0.140], [-2.935, 1.440, 1.107], [1.588, 0.651, 1.571], [1.767, 0.432, -1.220], [3.066, -0.614, -0.847], [3.213, 1.002, -0.232]]
}


(5)
{
  "formula": "C57H114NO17Rb",
  "method": "ωB97M-V/def2-TZVPD",
  "e_tot_ha": -3597.92926,
  "e_above_lowest_kj_mol": 0.0,
  "species": ["Rb", "C", "C", "C", "C", "C", "C", "N", "O", "C", "C", "C", "H", "H", "H", "H", "H", "H", "H", "H", "H", "H", "H", "H", "H", "H", "H", "H", "H", "H", "C", "C", "O", "C", "H", "H", "H", "H", "H", "H", "C", "C", "O", "C", "H", "H", "H", "H", "H", "H", "C", "C", "O", "C", "H", "H", "H", "H", "H", "H", "C", "C", "O", "C", "H", "H", "H", "H", "H", "H", "C", "C", "O", "C", "H", "H", "H", "H", "H", "H", "C", "C", "O", "C", "H", "H", "H", "H", "H", "H", "C", "C", "O", "C", "H", "H", "H", "H", "H", "H", "C", "C", "O", "C", "H", "H", "H", "H", "H", "H", "C", "C", "O", "C", "H", "H", "H", "H", "H", "H", "C", "C", "O", "C", "H", "H", "H", "H", "H", "H", "C", "C", "O", "C", "H", "H", "H", "H", "H", "H", "C", "C", "O", "C", "H", "H", "H", "H", "H", "H", "C", "C", "O", "C", "H", "H", "H", "H", "H", "H", "C", "C", "O", "C", "H", "H", "H", "H", "H", "H", "C", "C", "O", "C", "H", "H", "H", "H", "H", "H", "C", "C", "O", "C", "H", "H", "H", "H", "H", "H"],
  "positions_angstrom": [[-1.506, -1.739, 3.506], [-1.862, 0.562, -0.916], [-0.313, 0.245, -1.125], [0.426, 1.422, -1.805], [0.799, 2.552, -0.898], [1.634, 2.021, 0.256], [0.908, 0.931, 1.096], [0.396, -0.128, 0.192], [-0.112, -1.299, 0.908], [-0.082, 1.636, 2.087], [2.041, 0.338, 1.948], [-0.222, -0.921, -2.075], [-2.469, -0.115, -0.316], [-2.359, 0.571, -1.886], [-2.045, 1.579, -0.569], [-0.180, 2.003, -2.500], [1.204, 0.997, -2.439], [-0.031, 3.119, -0.476], [1.454, 3.253, -1.415], [1.918, 2.844, 0.912], [2.580, 1.662, -0.149], [-0.505, 0.920, 2.792], [-0.959, 1.970, 1.534], [0.242, 2.552, 2.581], [1.693, -0.409, 2.662], [2.463, 1.128, 2.570], [2.829, -0.107, 1.340], [-0.582, -1.843, -1.619], [0.834, -1.056, -2.309], [-0.661, -0.637, -3.032], [-2.325, 3.350, -3.370], [-1.999, 3.341, -4.863], [-1.381, 4.300, -5.334], [-2.518, 2.183, -5.676], [-1.806, 4.143, -2.831], [-2.116, 2.349, -2.993], [-3.400, 3.488, -3.253], [-2.620, 1.293, -5.055], [-1.833, 2.021, -6.508], [-3.414, 2.466, -6.228], [-4.853, 2.688, -0.826], [-6.295, 2.332, -0.417], [-6.842, 2.948, 0.473], [-7.075, 1.273, -1.045], [-4.876, 3.761, -1.021], [-4.558, 2.047, -1.656], [-4.271, 2.467, 0.068], [-6.654, 0.287, -0.850], [-7.055, 1.351, -2.133], [-8.081, 1.124, -0.654], [-5.328, -2.155, -6.603], [-5.414, -1.952, -5.134], [-6.059, -2.690, -4.360], [-4.610, -0.748, -4.699], [-5.488, -1.304, -7.265], [-6.023, -2.885, -7.017], [-4.335, -2.464, -6.931], [-4.212, -0.713, -3.685], [-5.305, 0.090, -4.755], [-3.830, -0.525, -5.427], [-2.051, -3.524, -3.141], [-2.247, -5.022, -3.286], [-1.736, -5.824, -2.584], [-3.319, -5.383, -4.376], [-1.007, -3.212, -3.119], [-2.608, -3.157, -2.279], [-2.464, -3.021, -4.015], [-2.851, -5.509, -5.352], [-4.099, -4.629, -4.269], [-3.654, -6.378, -4.080], [-3.628, -6.320, 1.467], [-2.630, -5.225, 1.846], [-2.203, -5.101, 2.970], [-2.231, -4.381, 0.644], [-3.476, -6.846, 0.525], [-4.600, -5.826, 1.476], [-3.670, -7.100, 2.227], [-1.428, -3.653, 0.758], [-3.038, -3.652, 0.578], [-2.117, -4.948, -0.280], [1.092, -4.708, -0.071], [2.456, -5.339, -0.349], [2.910, -5.542, -1.493], [3.441, -5.470, 0.763], [0.851, -4.001, -0.865], [1.064, -4.108, 0.838], [0.264, -5.418, -0.092], [3.162, -6.461, 1.120], [3.209, -4.730, 1.529], [4.454, -5.392, 0.367], [8.613, 0.934, 1.923], [7.391, 0.713, 1.059], [7.383, 0.813, -0.197], [6.165, 0.566, 1.916], [8.802, 1.893, 2.406], [9.504, 0.610, 1.385], [8.471, 0.335, 2.823], [5.257, 0.805, 1.361], [6.164, 1.105, 2.863], [6.181, -0.514, 2.061], [4.554, 5.505, -1.017], [4.659, 5.109, 0.445], [4.355, 5.920, 1.343], [5.286, 3.748, 0.781], [5.544, 5.698, -1.428], [4.038, 6.465, -0.984], [4.061, 4.766, -1.649], [5.493, 3.763, 1.851], [6.259, 3.613, 0.309], [4.621, 2.929, 0.506], [3.763, -2.070, -1.517], [3.824, -1.222, -2.811], [3.757, -1.767, -3.871], [4.119, 0.264, -2.710], [2.825, -1.833, -1.014], [4.472, -1.791, -0.738], [3.752, -3.141, -1.715], [4.096, 0.558, -1.661], [3.336, 0.893, -3.133], [5.179, 0.455, -2.877], [1.217, 7.863, -0.769], [0.035, 7.156, -0.253], [-1.097, 7.636, -0.400], [0.253, 5.842, 0.380], [1.830, 8.220, 0.058], [0.879, 8.719, -1.353], [1.755, 7.211, -1.458], [0.497, 5.949, 1.437], [1.091, 5.409, -0.166], [-0.678, 5.289, 0.255], [1.143, -4.340, 6.809], [1.314, -2.988, 6.087], [0.398, -2.224, 5.907], [2.687, -2.587, 5.645], [1.868, -4.412, 7.620], [1.291, -5.179, 6.128], [0.136, -4.362, 7.226], [3.517, -3.249, 5.891], [2.976, -1.720, 6.238], [2.778, -2.203, 4.629], [-5.699, 1.307, 3.964], [-4.480, 0.899, 3.127], [-4.110, -0.282, 2.958], [-3.543, 1.996, 2.537], [-5.985, 0.544, 4.687], [-6.535, 1.337, 3.265], [-5.488, 2.231, 4.503], [-3.350, 1.527, 1.572], [-2.674, 2.141, 3.179], [-4.013, 2.972, 2.417], [0.953, 2.975, 6.695], [1.473, 3.911, 5.687], [0.881, 4.938, 5.415], [2.704, 3.543, 4.953], [0.008, 2.657, 6.255], [0.761, 3.456, 7.654], [1.413, 1.989, 6.747], [3.436, 3.174, 5.672], [3.135, 4.469, 4.573], [2.451, 2.855, 4.146], [-4.613, -1.783, -0.503], [-5.629, -2.915, -0.716], [-5.222, -4.092, -0.753], [-7.114, -2.724, -0.909], [-4.844, -0.796, -0.903], [-3.664, -1.972, -1.006], [-4.414, -1.728, 0.568], [-7.544, -2.912, 0.075], [-7.559, -3.482, -1.554], [-7.369, -1.717, -1.240], [3.992, 0.406, 4.952], [4.576, 0.804, 6.282], [3.975, 1.509, 7.096], [5.968, 0.282, 6.561], [3.061, -0.128, 5.144], [4.648, -0.347, 4.517], [4.107, 1.122, 4.138], [6.129, 0.366, 7.635], [6.759, 0.757, 5.981], [6.015, -0.769, 6.273], [0.867, -0.656, -5.973], [0.490, -1.905, -6.793], [-0.686, -2.027, -7.247], [1.643, -2.840, -6.996], [0.209, 0.124, -6.357], [1.914, -0.426, -6.170], [0.645, -0.767, -4.912], [1.263, -3.651, -7.617], [1.954, -3.247, -6.034], [2.494, -2.314, -7.429]]
}


(6)
{
  "formula": "C5H6O",
  "method": "ωB97M-V/def2-TZVPD",
  "e_tot_ha": -269.33736,
  "e_above_lowest_kj_mol": 23.3,
  "species": ["O", "C", "C", "C", "C", "C", "H", "H", "H", "H", "H", "H"],
  "positions_angstrom": [[-1.602, 1.631, -0.862], [-1.022, 0.659, -0.434], [0.057, -0.138, -1.170], [1.027, -0.411, -0.017], [0.155, -0.403, 1.222], [-1.020, 0.185, 0.986], [0.484, 0.512, -1.935], [-0.310, -1.054, -1.657], [1.662, -1.291, -0.116], [1.662, 0.473, 0.044], [0.535, -0.716, 2.194], [-1.763, 0.496, 1.712]]
}


(7)
{
  "formula": "C6H3FO8Zn",
  "method": "ωB97M-V/def2-TZVPD",
  "e_tot_ha": -2711.29761,
  "e_above_lowest_kj_mol": 275.5,
  "species": ["C", "C", "O", "C", "O", "O", "O", "F", "H", "O", "C", "C", "O", "C", "O", "O", "Zn", "H", "H"],
  "positions_angstrom": [[-2.292, -0.655, -1.179], [-1.304, 0.348, -1.202], [-1.713, 1.637, -0.884], [-3.064, 1.840, -0.756], [-3.767, 1.048, -1.464], [-3.444, 2.563, 0.156], [-2.145, -1.747, -0.497], [-2.941, -0.982, -2.347], [-0.575, 0.215, -2.004], [0.767, -2.262, 0.628], [1.600, -1.350, 0.682], [1.638, -0.062, 0.038], [2.542, 0.688, 0.832], [3.153, -0.111, 1.693], [4.178, 0.092, 2.262], [2.542, -1.349, 1.652], [-0.841, -2.675, 0.083], [0.295, 0.335, -0.331], [1.865, -0.032, -1.038]]
}


(8)
{
  "formula": "C4H12N2O",
  "method": "ωB97M-V/def2-TZVPD",
  "e_tot_ha": -344.31930,
  "e_above_lowest_kj_mol": 172.5,
  "species": ["C", "C", "C", "N", "N", "C", "O", "H", "H", "H", "H", "H", "H", "H", "H", "H", "H", "H", "H"],
  "positions_angstrom": [[-0.784, -1.019, -0.393], [0.236, -0.306, -1.296], [0.438, 1.166, -0.875], [1.367, 1.908, -1.718], [-0.249, -1.535, 0.854], [-0.026, -0.691, 1.978], [-1.143, 0.115, 2.393], [-1.211, -1.865, -0.924], [-1.532, -0.216, -0.307], [-0.049, -0.430, -2.338], [1.233, -0.760, -1.197], [0.567, 1.275, 0.201], [-0.589, 1.509, -1.072], [2.225, 1.881, -1.254], [1.079, 2.865, -1.825], [-0.784, -2.341, 1.142], [0.759, 0.016, 1.709], [0.379, -1.217, 2.843], [-1.917, -0.354, 2.079]]
}